Record 1
Formula: C5H7N2P
Source: the OMol25 dataset
Level of theory: ωB97M-V with the def2-TZVPD basis set

Energy above the lowest of the compared OMol25 structures with the same formula, charge and spin (eV): 3.432
DFT total energy (eV): -17563.2880
Kohn-Sham gap (alpha / beta) (eV): 7.185 / 6.568
Spin multiplicity: 1

```
15
Properties=species:S:1:pos:R:3:forces:R:3
C 0.2729 -1.3066 -0.0240 -1.6 0.7 2.0
C -0.6915 -1.5346 0.9385 1.5 -2.0 -0.5
C -1.2814 -0.0097 -1.1037 0.3 -0.1 0.3
C -2.2412 -0.3195 -0.1588 0.3 0.5 0.6
C 2.0588 1.6045 0.1036 0.5 -0.1 2.2
N 0.1089 -0.0882 -0.6774 -1.8 -0.4 -0.3
N -1.8344 -0.8226 1.0353 -0.6 -0.3 -0.4
P 0.1695 1.4219 0.0954 1.9 0.4 -0.5
H 1.1997 -1.7677 0.0220 1.6 -0.8 -0.2
H -0.5025 -2.4528 1.5815 -0.6 1.5 -0.5
H -1.3644 0.2870 -2.1182 -0.6 0.5 -0.5
H -3.3027 -0.0235 -0.2075 0.7 -0.2 -0.3
H 2.2941 2.6488 -0.1249 0.1 -0.1 0.1
H 2.6446 0.9573 -0.5698 -0.6 0.2 0.2
H 2.4696 1.4056 1.2081 -0.9 0.4 -2.2
```
Forces are in eV/Å.

Atomic partial charges in e from the Löwdin method, atoms 1 to 4: number 1, C, carries -0.1551; number 2, C, carries -0.2007; number 3, C, carries -0.2188; number 4, C, carries -0.1957

=====

Record 2
Formula: C38H77BFN10O11S
Source: the OMol25 dataset
Level of theory: ωB97M-V with the def2-TZVPD basis set

DFT total energy (eV): -92284.2955
Kohn-Sham gap (eV): 5.700
Total charge: +1
Spin multiplicity: 1

```
139
Properties=species:S:1:pos:R:3:forces:R:3
C 5.6990 -0.5459 0.6077 1.0 0.1 0.1
C 6.2954 0.5408 -0.4633 0.5 -0.7 0.4
B 5.6428 0.4741 -1.9693 2.8 1.0 -1.0
O 6.5707 0.7761 -3.1103 -3.0 1.6 2.5
C 4.0778 0.1600 -2.3579 -1.8 0.1 -1.8
F 3.2458 1.0875 -1.5129 1.4 -2.3 -1.3
O 3.7892 0.5525 -3.7676 -1.4 -0.7 2.4
C 2.3426 0.5296 -4.0304 -0.6 0.5 -1.2
C 1.5813 -0.8687 -3.6521 -2.2 2.3 -1.7
O 1.5090 -1.7611 -4.8567 2.8 2.0 2.5
N 0.2506 -2.2158 -4.9921 -1.3 -5.0 0.1
O 0.2961 -3.4362 -5.0627 -0.7 3.7 -0.3
N 2.1319 -1.6085 -2.4552 0.1 -1.7 0.3
C 1.3057 -1.3885 -1.1776 -1.9 1.7 1.6
C -0.1017 -2.2331 -1.1567 -0.3 -0.1 0.5
C -1.4513 -1.2773 -1.1688 -0.9 -0.1 0.6
C -1.4568 -0.1232 0.0146 0.6 0.6 -0.9
C -2.8599 -2.1432 -0.9464 0.2 0.9 -0.6
C -3.2701 -3.0601 -2.2443 -1.4 -0.1 1.8
C -4.3631 -4.1960 -1.6880 2.8 -2.6 1.0
C -3.7799 -5.4605 -1.1322 -2.2 2.1 -1.5
C -4.4592 -6.8721 -1.7063 0.1 1.4 1.3
C -2.5358 -5.5195 -0.0629 0.0 -0.2 -0.5
C 3.6330 -1.4193 -2.2316 1.6 0.1 0.8
C 4.4192 -2.4303 -3.2719 1.1 -0.9 -0.4
C 4.4301 -4.0199 -2.7522 0.3 -0.1 -1.5
S 5.5587 -4.0692 -1.2586 0.7 -1.4 -0.2
C 6.7934 -5.4681 -1.4158 1.0 -2.3 -1.3
N 6.8694 -6.6432 -2.3653 2.0 4.8 6.0
N 7.9958 -7.3139 -1.9120 2.0 3.4 4.7
C 8.6323 -6.6030 -0.7205 -3.5 -0.5 -3.6
O 7.8645 -5.3775 -0.3881 -1.5 -4.1 -4.6
H 6.3155 -0.4072 1.6211 -1.8 -0.3 -2.1
H 4.5393 -0.4345 0.7579 2.3 -0.2 -0.1
H 5.9825 -1.6157 0.2104 -0.8 2.0 0.8
H 7.4581 0.3010 -0.5858 -2.5 0.6 0.2
H 6.2401 1.6250 -0.0069 0.0 -2.0 -1.0
H 6.3572 1.7569 -3.3029 0.6 -2.1 -0.1
H 1.7657 1.4661 -3.5669 1.4 -2.3 -0.6
H 2.2211 0.6654 -5.2104 0.4 -0.5 2.7
H 0.4434 -0.5809 -3.4334 2.5 -0.7 -0.2
H 2.0100 -2.6442 -2.6697 0.2 1.3 0.1
H 1.8865 -1.6438 -0.1951 -0.6 0.5 -2.3
H 1.0726 -0.2236 -1.1603 0.6 -2.5 0.2
H -0.1008 -3.0036 -2.0668 -0.1 1.5 1.9
H -0.1328 -2.8364 -0.1277 0.2 1.2 -2.4
H -1.5079 -0.7638 -2.2210 0.0 -0.8 1.8
H -2.5426 0.3254 0.1777 2.4 -1.3 -0.3
H -1.0124 -0.4991 1.0330 -0.9 0.6 -2.0
H -0.7893 0.7681 -0.3679 -1.1 -1.6 1.0
H -3.7302 -1.3477 -0.8114 1.9 -1.6 -0.2
H -2.8176 -2.7407 0.0741 0.1 1.1 -2.3
H -3.8777 -2.4084 -3.0233 1.6 -1.3 1.5
H -2.3314 -3.5889 -2.7509 -2.2 1.0 1.1
H -5.5305 -4.0242 -1.7048 2.6 -0.7 -0.9
H -4.5031 -7.6273 -0.8115 0.0 1.1 -2.0
H -5.5376 -6.6143 -2.1278 2.3 -0.6 0.9
H -3.7805 -7.2358 -2.6056 -1.4 0.6 2.0
H -1.5069 -5.2656 -0.5792 -1.9 -0.6 1.1
H -2.6734 -4.7797 0.8609 0.1 -1.5 -2.3
H -2.5004 -6.6040 0.4068 0.1 2.2 -1.2
H 3.8583 -1.7386 -1.1173 -0.5 0.5 -2.3
H 3.9715 -2.4582 -4.3534 0.6 0.5 2.1
H 5.5735 -2.1622 -3.4080 -2.7 -0.2 0.5
H 3.3557 -4.4419 -2.5543 2.1 0.7 -0.1
H 4.9301 -4.7112 -3.5814 -1.2 1.7 1.7
H 9.5652 -6.8848 -0.0726 -2.2 0.6 -1.6
C -5.4622 0.9792 0.8186 -0.3 0.8 -1.1
O -4.3772 0.4767 1.0808 -0.3 0.3 -0.2
N -5.7256 1.7949 -0.2611 0.2 -1.0 1.4
C -7.0408 2.3511 -0.5014 0.1 0.1 -0.2
C -4.6549 2.1062 -1.1850 0.2 -0.2 0.2
H -6.3455 0.8077 1.4557 0.0 0.1 -0.1
H -7.3963 2.0085 -1.4774 -0.1 0.0 0.1
H -6.9686 3.4426 -0.4984 -0.2 -0.1 0.1
H -7.7487 2.0359 0.2697 0.2 0.0 -0.1
H -4.2718 1.1750 -1.6132 0.1 0.2 -0.1
H -3.8462 2.6018 -0.6392 0.1 0.0 -0.2
H -5.0130 2.7594 -1.9853 0.0 -0.2 0.2
C -5.0287 3.5333 3.2588 0.0 0.0 1.1
O -5.9149 4.2148 2.7600 0.3 -0.2 0.3
N -4.6741 3.5333 4.5910 -0.3 -0.2 -1.6
C -3.6106 2.6946 5.1033 0.0 0.1 0.1
C -5.3863 4.3984 5.5083 -0.2 0.2 -0.2
H -4.4241 2.8400 2.6511 0.1 -0.1 0.1
H -4.0232 2.0265 5.8646 0.2 -0.1 0.0
H -2.8423 3.3320 5.5503 0.0 -0.2 0.0
H -3.1618 2.0966 4.3057 -0.1 0.1 0.1
H -6.4487 4.1371 5.4923 0.1 0.2 0.1
H -5.2737 5.4360 5.1796 -0.1 -0.1 0.2
H -4.9957 4.2896 6.5238 0.0 0.0 -0.3
C 2.2939 1.7737 1.6305 0.4 0.7 1.1
O 1.1112 1.4992 1.7868 0.5 0.1 0.0
N 3.0820 2.4568 2.5320 -1.0 -0.9 -1.5
C 4.4774 2.7425 2.2709 -0.4 -0.2 0.4
C 2.4981 2.9033 3.7796 -0.3 -0.1 0.0
H 2.8373 1.4812 0.7169 0.1 0.1 0.1
H 5.0853 2.2792 3.0533 -0.4 0.3 -0.5
H 4.6245 3.8262 2.2839 0.3 -0.1 0.0
H 4.7845 2.3500 1.2978 -0.2 0.0 0.1
H 2.1198 2.0346 4.3270 0.0 0.2 0.1
H 1.6614 3.5739 3.5615 0.0 -0.1 0.2
H 3.2405 3.4270 4.3880 -0.1 -0.1 -0.2
C 7.7873 2.4329 4.0209 1.0 -0.2 -0.4
O 6.8716 2.7927 3.2924 1.5 -0.1 0.4
N 9.0270 2.0060 3.5953 -1.4 0.4 0.7
C 10.0594 1.5959 4.5242 0.0 0.0 -0.2
C 9.3077 1.9657 2.1752 -0.3 0.2 -0.1
H 7.6810 2.4244 5.1182 0.1 0.0 -0.1
H 10.9337 2.2386 4.3870 0.0 -0.2 0.2
H 10.3300 0.5569 4.3154 0.1 0.1 0.2
H 9.7134 1.6760 5.5581 0.0 0.0 -0.2
H 9.1904 2.9714 1.7602 0.1 -0.2 -0.1
H 8.5897 1.2982 1.6890 0.1 0.1 -0.1
H 10.3247 1.6084 1.9924 -0.2 0.1 0.1
C -8.1274 -1.3479 -1.7809 -0.4 -0.4 -0.7
O -7.3491 -0.6490 -2.4169 -0.5 -0.5 0.2
N -9.0570 -2.2083 -2.3251 1.0 0.9 0.8
C -9.9439 -3.0028 -1.5011 0.0 0.0 -0.2
C -9.1510 -2.3224 -3.7656 0.2 0.2 -0.1
H -8.1409 -1.3388 -0.6786 -0.1 -0.1 0.0
H -9.7721 -4.0613 -1.7160 -0.2 0.0 0.2
H -10.9783 -2.7415 -1.7418 0.0 -0.2 0.2
H -9.7649 -2.8183 -0.4385 0.0 0.0 -0.2
H -8.1856 -2.6531 -4.1606 -0.2 0.1 -0.1
H -9.3858 -1.3399 -4.1863 0.0 -0.2 -0.1
H -9.9283 -3.0383 -4.0464 0.1 0.1 0.2
C -2.5130 5.7194 2.7488 0.5 0.3 -0.3
O -2.0180 5.9601 3.8422 -0.1 -0.1 -0.8
N -1.9496 6.0316 1.5299 -0.7 -0.4 1.1
C -2.6016 5.7116 0.2772 0.2 0.1 0.1
C -0.6656 6.7005 1.4993 0.0 0.0 0.3
H -3.4881 5.2132 2.6567 0.1 0.2 -0.2
H -1.9493 5.0522 -0.3023 -0.1 0.0 -0.2
H -2.7749 6.6382 -0.2776 -0.1 -0.2 -0.1
H -3.5584 5.2110 0.4478 0.1 0.1 0.1
H 0.0743 6.0747 2.0076 0.1 0.2 -0.1
H -0.7472 7.6528 2.0321 0.2 -0.1 -0.1
H -0.3488 6.8814 0.4686 -0.2 -0.1 0.2
```
Forces are in eV/Å.

Atomic partial charges in e from the Löwdin method, atoms 1 to 4: number 1, C, carries -0.1258; number 2, C, carries -0.1465; number 3, B, carries -0.2351; number 4, O, carries 0.0234

=====

Record 3
Formula: C32H51N4O2P2Sn
Source: the OMol25 dataset
Level of theory: ωB97M-V with the def2-TZVPD basis set

Energy above the lowest of the compared OMol25 structures with the same formula, charge and spin (eV): 0.000
DFT total energy (eV): -68451.0488
Kohn-Sham gap (alpha / beta) (eV): 6.034 / 5.701
Total charge: +3
Spin multiplicity: 1

```
92
Properties=species:S:1:pos:R:3:forces:R:3
C -0.6812 1.0148 -2.6205 0.2 -0.3 0.5
C -2.4029 0.0143 -1.3404 0.2 0.6 -0.7
C -1.5360 1.2112 -3.7067 0.0 0.0 0.2
C -3.3380 0.3598 -2.3597 0.1 -0.5 0.5
C -2.8995 0.9320 -3.5396 0.2 0.3 -0.1
H -1.1194 1.6063 -4.6319 -0.3 -0.1 0.2
H -4.3825 0.1271 -2.1639 0.1 0.0 -0.3
H -3.6064 1.1798 -4.3313 0.2 -0.1 0.2
N -1.1157 0.4763 -1.4732 -0.2 -0.5 0.1
P 1.3816 1.9556 -1.0111 0.4 0.6 -0.9
P -1.8389 -1.4235 1.1128 -0.4 -0.5 1.1
C 0.8132 1.3322 -2.6688 -0.2 -0.3 0.1
H 1.3718 0.4041 -2.8940 -0.3 0.3 0.2
H 1.0485 2.0412 -3.4796 -0.1 -0.2 0.4
C 1.7091 0.4033 2.4829 0.5 -2.0 2.9
O 1.9769 -0.1297 3.4832 -0.5 1.2 -2.9
C -2.7573 -0.8145 -0.2528 -1.6 0.9 -0.4
H -3.8121 -1.1224 -0.2483 0.3 0.1 -0.1
C -2.0010 -3.3259 0.7867 0.3 0.0 0.2
C -2.6578 -0.8909 2.7837 0.1 0.0 -0.2
C 3.2370 1.7849 -0.9597 0.1 0.1 0.1
C 0.7137 3.7117 -0.9085 0.0 0.0 0.2
C -0.7350 -3.9699 1.3666 0.0 -0.2 0.1
H -0.6560 -3.8114 2.4510 0.0 -0.1 -0.3
H -0.7747 -5.0546 1.1905 0.0 0.2 0.1
H 0.1731 -3.5813 0.8934 -0.1 -0.1 0.1
C -3.2638 -3.9175 1.4204 -0.2 0.0 0.2
H -3.2713 -3.8740 2.5150 0.0 0.0 -0.3
H -4.1712 -3.4411 1.0265 0.2 -0.2 0.1
H -3.3152 -4.9811 1.1394 0.1 0.3 0.1
C -2.1190 -3.5819 -0.7214 0.0 0.2 0.0
H -2.1224 -4.6666 -0.9012 0.0 0.3 0.1
H -3.0538 -3.1732 -1.1232 0.2 -0.2 0.0
H -1.2862 -3.1555 -1.2874 -0.2 -0.1 0.0
C -1.9511 -1.6738 3.9070 0.1 -0.1 -0.1
H -0.8667 -1.4874 3.9121 -0.2 0.0 0.0
H -2.3542 -1.3369 4.8733 0.1 -0.1 -0.3
H -2.1115 -2.7581 3.8416 0.0 0.3 0.0
C -2.4413 0.6156 2.9994 0.2 0.0 -0.2
H -1.3771 0.8946 2.9941 -0.2 0.0 0.1
H -2.9664 1.2104 2.2399 0.1 -0.1 0.1
H -2.8516 0.8864 3.9854 0.1 -0.1 -0.3
C -4.1716 -1.1179 2.8002 -0.2 -0.2 0.0
H -4.4669 -2.1667 2.7146 0.1 0.3 0.1
H -4.5465 -0.7497 3.7678 0.1 -0.1 -0.3
H -4.6665 -0.5453 2.0060 0.0 -0.1 0.2
C 1.4350 4.4735 0.2178 0.0 0.1 0.1
H 0.9281 5.4433 0.3446 0.2 -0.3 -0.1
H 1.3806 3.9344 1.1776 0.1 0.2 -0.3
H 2.4845 4.6874 -0.0229 -0.3 -0.1 0.1
C -0.7950 3.6908 -0.5830 0.0 -0.1 -0.1
H -1.3873 3.2186 -1.3769 0.1 0.1 0.2
H -1.0112 3.1870 0.3708 0.0 0.1 -0.1
H -1.1322 4.7359 -0.4878 0.1 -0.4 0.0
C 0.9064 4.4073 -2.2641 0.1 0.2 -0.1
H 0.5950 5.4563 -2.1548 0.1 -0.3 0.0
H 1.9499 4.4024 -2.6010 -0.3 0.1 0.1
H 0.2814 3.9544 -3.0445 0.1 0.2 0.2
C 3.6259 0.3560 -1.3850 -0.1 0.0 -0.2
H 3.4229 0.1788 -2.4495 0.1 0.0 0.2
H 4.7092 0.2354 -1.2313 -0.3 0.0 0.0
H 3.1101 -0.4126 -0.7959 0.1 0.1 0.0
C 3.7391 2.0313 0.4754 0.1 0.1 0.1
H 3.2081 1.4099 1.2158 0.4 0.3 -0.4
H 4.8096 1.7745 0.5057 -0.3 0.1 0.0
H 3.6411 3.0816 0.7746 0.0 -0.3 0.0
C 3.8598 2.7942 -1.9341 0.3 0.1 -0.1
H 3.4774 2.6642 -2.9569 0.1 0.1 0.2
H 3.7130 3.8353 -1.6173 0.1 -0.3 -0.1
H 4.9454 2.6147 -1.9626 -0.3 0.0 0.0
Sn 0.1021 0.4369 0.5974 -0.6 0.2 -0.1
N 0.8020 -1.3816 -0.3803 -1.0 -2.4 -3.0
C 0.6542 -2.1804 -1.2547 3.3 2.0 2.8
C 1.2335 -3.1696 -2.1180 -0.8 -0.5 -0.9
C 2.5501 -3.5950 -1.8557 0.4 0.0 0.3
C 0.5312 -3.6993 -3.2157 0.1 -0.2 0.0
C 3.1453 -4.5743 -2.6530 -0.3 0.3 0.1
H 3.0986 -3.1500 -1.0223 -0.1 -0.2 -0.2
C 1.1254 -4.6906 -3.9969 -0.1 0.2 0.1
H -0.4621 -3.3129 -3.4413 0.2 -0.3 0.0
C 2.4180 -5.1439 -3.7052 -0.1 0.2 0.1
H 4.1739 -4.8847 -2.4531 -0.4 0.1 0.0
H 0.5797 -5.1049 -4.8453 0.2 0.1 0.3
H 2.8667 -5.9339 -4.3112 -0.1 0.3 0.2
N 1.1427 1.9123 5.1748 0.0 0.1 -0.4
C 0.9237 2.6770 4.0869 -0.3 0.5 0.3
N 0.3580 3.8911 4.2976 0.2 -0.6 -0.1
O 1.1890 2.3092 2.9018 -0.2 0.1 0.3
H 0.9382 2.2845 6.0930 0.2 -0.3 -0.2
H 1.6031 1.0141 5.0727 -0.2 0.5 0.3
H 0.2448 4.5138 3.5107 0.0 -0.1 0.3
H 0.1485 4.2168 5.2325 0.1 0.1 -0.3
```
Forces are in eV/Å.

Atomic partial charges in e from the Löwdin method, atoms 1 to 4: number 1, C, carries -0.3175; number 2, C, carries -0.3120; number 3, C, carries 0.0320; number 4, C, carries 0.0374

=====

Record 4
Formula: C4H9NO
Source: the OMol25 dataset
Level of theory: ωB97M-V with the def2-TZVPD basis set

Energy above the lowest of the compared OMol25 structures with the same formula, charge and spin (eV): 5.296
DFT total energy (eV): -7827.0243
Kohn-Sham gap (eV): 7.682
Spin multiplicity: 1

```
15
Properties=species:S:1:pos:R:3:forces:R:3
C 0.0611 -0.5635 1.4380 -1.4 -1.3 0.6
C 0.1493 -1.6720 0.5114 -3.9 -1.2 -2.1
C -0.1694 -1.4184 -0.8886 0.1 -1.2 2.3
C 0.4363 -0.2724 -1.4034 1.1 2.8 -2.2
N 0.0809 0.0600 -2.7778 0.7 -0.4 1.0
O 1.2877 0.4714 -0.8381 -1.5 -1.2 -0.6
H -0.0866 -0.7816 2.5360 1.3 0.1 -1.4
H -0.5569 0.3100 1.1110 1.3 -0.8 0.0
H 1.0622 -0.7704 0.8302 1.8 2.2 1.1
H 0.3880 -2.7220 0.8150 -0.5 1.0 0.2
H -1.5946 4.6433 3.3523 -1.0 -0.2 0.0
H -0.8910 4.7702 3.3614 1.0 0.2 0.0
H -0.8949 -2.0242 -1.4689 1.3 0.0 0.4
H -0.0303 -0.7368 -3.3965 -0.1 0.1 0.3
H 0.7583 0.7063 -3.1819 -0.2 -0.2 0.4
```
Forces are in eV/Å.

Atomic partial charges in e from the Löwdin method, atoms 1 to 4: number 1, C, carries -0.0189; number 2, C, carries -0.1365; number 3, C, carries -0.0845; number 4, C, carries -0.5686

=====

Record 5
Formula: C9H10O2P
Source: the OMol25 dataset
Level of theory: ωB97M-V with the def2-TZVPD basis set

Energy above the lowest of the compared OMol25 structures with the same formula, charge and spin (eV): 0.699
DFT total energy (eV): -22878.5443
Kohn-Sham gap (eV): 7.140
Total charge: -1
Spin multiplicity: 1

```
22
Properties=species:S:1:pos:R:3:forces:R:3
C -3.2768 -0.2452 0.5659 2.8 -0.2 -1.0
C -2.8713 -0.5505 -0.7295 0.0 0.9 1.1
C -2.3493 0.1102 1.5170 0.5 0.4 -0.4
C -1.5685 -0.2831 -1.0949 -0.7 -1.2 2.4
C -1.0304 0.2191 1.1964 1.2 -0.6 -1.2
C -0.5780 -0.0728 -0.1096 -2.4 1.4 -0.6
C 1.5474 -1.7251 -0.0690 -1.4 1.8 -0.1
C 3.4093 1.0918 -0.4711 -2.2 0.1 1.5
C 0.7623 0.0510 -0.5018 3.5 -1.1 -1.4
O 1.2892 -2.5644 -0.8625 -0.4 -1.4 -2.1
O 2.0157 -1.6387 1.0243 1.2 0.3 1.8
P 1.8215 1.0543 0.5309 -0.2 0.4 1.6
H -4.1636 -0.4178 0.9790 -4.1 -0.8 0.8
H -3.5331 -0.9962 -1.4361 -0.6 0.0 -0.5
H -2.6672 0.3132 2.5049 -0.3 0.2 1.0
H -1.3666 -0.6031 -2.0461 1.3 -0.3 -2.4
H -0.2298 0.4627 1.8553 0.1 0.2 1.0
H 3.7396 0.1038 -0.1591 0.2 -0.4 -1.2
H 4.0409 1.7481 0.1124 0.3 0.8 -0.7
H 2.9844 1.3462 -1.4503 1.5 -0.3 -0.1
H 0.9570 0.3767 -1.5733 -0.6 -0.9 1.0
H 1.0673 2.2198 0.2172 0.6 0.7 -0.3
```
Forces are in eV/Å.

Atomic partial charges in e from the Löwdin method, atoms 1 to 4: number 1, C, carries -0.1246; number 2, C, carries -0.0936; number 3, C, carries -0.1121; number 4, C, carries -0.0447